Record 1
30
Properties=species:S:1:pos:R:3:forces:R:3:mulliken_charge:R:1 method="wB97M-V/def2-TZVPD" e_homo_ha="-0.31005 / -0.31003" homo_lumo_gap_ev="7.08 / 7.08" e_above_lowest_kcal_mol=0.0 spin_multiplicity=1 max_force_ev_per_a=3.12
C 3.544 -0.232 0.831 -0.460 1.343 -2.483 -1.6835
C 2.851 0.943 -1.385 0.357 0.485 1.948 -1.4231
C 1.871 1.644 0.884 0.968 1.671 0.453 -1.1021
C -2.371 -0.147 1.803 1.317 -0.282 -1.732 -1.1821
C -3.591 -1.864 -0.548 0.386 -0.552 0.028 -1.0465
C -2.699 1.097 -1.029 -0.722 1.622 -0.302 -1.0398
C 2.631 0.647 0.061 -1.988 -0.534 -0.343 1.1258
N -0.728 -0.707 -0.820 2.079 -1.327 1.280 0.0788
F 1.366 -1.989 -1.860 -0.803 1.566 1.892 -0.3957
Si -2.266 -0.449 -0.128 -1.207 -0.242 -0.057 0.2080
P 0.690 -1.231 -0.428 0.401 0.045 -2.612 0.3484
Cl 0.823 -3.053 0.583 -0.099 0.216 0.423 -0.3058
H 2.960 -0.724 1.504 -1.087 -0.952 2.762 0.4294
H 3.828 -0.988 0.158 1.346 -0.859 -0.755 0.4630
H 4.298 0.441 1.186 0.904 -0.114 0.617 0.4851
H 2.922 1.973 -1.556 -0.635 1.794 -0.148 0.4338
H 2.115 0.498 -1.944 -1.938 -0.644 -1.562 0.3479
H 3.743 0.621 -1.786 2.201 -1.480 -0.418 0.4573
H 1.848 2.687 0.541 0.532 -0.240 -1.052 0.3862
H 0.808 1.540 0.976 -0.573 -0.974 0.484 0.1566
H 2.414 1.827 1.831 -0.752 -0.822 0.078 0.3531
H -1.343 -0.153 2.160 0.294 -0.822 0.235 0.3059
H -2.638 0.812 2.174 -1.023 0.977 -0.199 0.4141
H -2.976 -0.917 2.230 -0.181 -0.482 0.601 0.3567
H -3.548 -2.246 -1.621 -0.366 1.042 1.114 0.2899
H -3.325 -2.801 -0.021 0.223 0.410 0.157 0.3015
H -4.646 -1.682 -0.165 1.199 0.190 -0.842 0.2943
H -2.366 2.037 -0.543 0.134 -0.569 0.026 0.3044
H -2.437 1.230 -2.093 0.142 -0.599 0.451 0.3234
H -3.777 1.185 -0.997 -0.649 0.134 -0.043 0.3149

Record 2
31
Properties=species:S:1:pos:R:3:forces:R:3:lowdin_spin:R:1 method="wB97M-V/def2-TZVPD" charge=+2 e_homo_ha="-0.60131 / -0.62112" homo_lumo_gap_ev="7.08 / 7.42" s_squared=6.136 spin_multiplicity=5 max_force_ev_per_a=7.01
C 3.950 -0.893 -1.087 0.856 -0.040 -0.703 0.0420
I 2.538 0.304 -2.347 3.516 -0.429 -1.923 0.1382
H 3.480 -1.142 -0.149 -0.307 0.135 -0.005 0.0013
H 4.833 -0.254 -0.961 -0.463 -0.054 -0.114 0.0026
H 4.209 -1.775 -1.687 -0.284 0.389 0.085 0.0023
Mn 0.838 0.228 -0.711 -1.624 -1.024 4.757 3.7496
P -0.402 -1.820 -1.087 -0.844 -1.900 0.204 -0.0749
C -1.139 -2.128 -2.722 0.265 0.571 -0.214 -0.0126
C 0.631 -3.287 -0.770 0.538 0.299 0.130 -0.0051
H -1.414 -1.943 1.097 -0.139 -0.067 -0.179 0.0002
H -2.301 -2.967 -0.085 0.229 0.204 -0.084 -0.0024
H -2.513 -1.189 -0.092 0.006 -0.204 0.076 0.0002
C -1.797 -2.004 0.071 0.198 0.626 0.175 -0.0045
H 0.931 -3.287 0.287 -0.112 -0.046 -0.333 0.0009
H 0.072 -4.205 -1.002 0.031 0.368 -0.016 -0.0029
H -1.578 -3.134 -2.759 0.146 0.269 0.135 -0.0033
H -0.358 -2.042 -3.488 -0.206 -0.106 0.036 -0.0002
H 1.536 -3.241 -1.389 -0.212 -0.137 0.107 -0.0002
H -1.913 -1.378 -2.929 0.089 -0.273 -0.017 0.0000
C -0.543 0.808 -1.911 -4.302 3.626 -4.189 0.0296
O -1.253 1.372 -2.638 2.916 -2.679 3.048 0.0507
Cl 1.409 -0.718 1.244 -0.191 0.289 -0.727 0.0677
C 1.955 2.960 1.255 0.409 0.238 -0.158 0.0082
S 0.480 2.386 0.365 -0.029 0.172 0.384 0.0010
C -0.579 2.003 1.800 -0.436 0.099 -0.081 0.0092
H 2.862 2.626 0.739 -0.220 0.121 0.115 -0.0001
H 1.939 2.586 2.283 0.047 -0.019 -0.371 0.0010
H 1.906 4.057 1.248 0.083 -0.345 0.031 -0.0001
H -1.287 2.831 1.880 0.060 -0.184 0.095 -0.0008
H -1.115 1.062 1.654 0.103 0.201 -0.001 0.0009
H 0.039 1.943 2.700 -0.122 -0.102 -0.261 0.0014

Repeat the first record exactly.
30
Properties=species:S:1:pos:R:3:forces:R:3:mulliken_charge:R:1 method="wB97M-V/def2-TZVPD" e_homo_ha="-0.31005 / -0.31003" homo_lumo_gap_ev="7.08 / 7.08" e_above_lowest_kcal_mol=0.0 spin_multiplicity=1 max_force_ev_per_a=3.12
C 3.544 -0.232 0.831 -0.460 1.343 -2.483 -1.6835
C 2.851 0.943 -1.385 0.357 0.485 1.948 -1.4231
C 1.871 1.644 0.884 0.968 1.671 0.453 -1.1021
C -2.371 -0.147 1.803 1.317 -0.282 -1.732 -1.1821
C -3.591 -1.864 -0.548 0.386 -0.552 0.028 -1.0465
C -2.699 1.097 -1.029 -0.722 1.622 -0.302 -1.0398
C 2.631 0.647 0.061 -1.988 -0.534 -0.343 1.1258
N -0.728 -0.707 -0.820 2.079 -1.327 1.280 0.0788
F 1.366 -1.989 -1.860 -0.803 1.566 1.892 -0.3957
Si -2.266 -0.449 -0.128 -1.207 -0.242 -0.057 0.2080
P 0.690 -1.231 -0.428 0.401 0.045 -2.612 0.3484
Cl 0.823 -3.053 0.583 -0.099 0.216 0.423 -0.3058
H 2.960 -0.724 1.504 -1.087 -0.952 2.762 0.4294
H 3.828 -0.988 0.158 1.346 -0.859 -0.755 0.4630
H 4.298 0.441 1.186 0.904 -0.114 0.617 0.4851
H 2.922 1.973 -1.556 -0.635 1.794 -0.148 0.4338
H 2.115 0.498 -1.944 -1.938 -0.644 -1.562 0.3479
H 3.743 0.621 -1.786 2.201 -1.480 -0.418 0.4573
H 1.848 2.687 0.541 0.532 -0.240 -1.052 0.3862
H 0.808 1.540 0.976 -0.573 -0.974 0.484 0.1566
H 2.414 1.827 1.831 -0.752 -0.822 0.078 0.3531
H -1.343 -0.153 2.160 0.294 -0.822 0.235 0.3059
H -2.638 0.812 2.174 -1.023 0.977 -0.199 0.4141
H -2.976 -0.917 2.230 -0.181 -0.482 0.601 0.3567
H -3.548 -2.246 -1.621 -0.366 1.042 1.114 0.2899
H -3.325 -2.801 -0.021 0.223 0.410 0.157 0.3015
H -4.646 -1.682 -0.165 1.199 0.190 -0.842 0.2943
H -2.366 2.037 -0.543 0.134 -0.569 0.026 0.3044
H -2.437 1.230 -2.093 0.142 -0.599 0.451 0.3234
H -3.777 1.185 -0.997 -0.649 0.134 -0.043 0.3149